Formula: C36H39CsN4O2SSe2
Source: the Open Molecules 2025 dataset
Level of theory: ωB97M-V with the def2-TZVPD basis set

Properties
Gap between HOMO and LUMO: 6.2 eV
Highest occupied orbital energy: -6.50 eV
Calculated total energy: -6985.85574 Eh

XYZ file:
```
85
Properties=species:S:1:pos:R:3:forces:R:3:lowdin_charge:R:1
Cs -0.8697 0.0426 1.3787 0.6 0.6 0.1 0.98
C -0.6989 0.7543 7.3020 0.0 0.0 0.0 -0.42
Se -0.2261 0.5863 5.4257 0.0 0.0 -0.1 0.87
C -0.2214 -1.3694 5.3645 0.0 0.0 0.0 -0.56
C 1.1429 -2.0230 5.5431 0.0 0.1 0.0 -0.58
Se 2.1826 -2.2482 3.9100 -0.1 0.0 0.0 0.92
C 2.9267 -0.4681 3.6869 0.0 0.0 0.0 -0.41
H -1.6428 0.2502 7.4945 0.0 0.0 0.0 0.02
H -0.8099 1.8157 7.5101 0.0 0.0 0.0 0.02
H 0.0859 0.3466 7.9343 0.0 0.0 0.0 0.02
H -0.6667 -1.6562 4.4133 0.0 0.0 0.0 0.03
H -0.9078 -1.6946 6.1474 0.0 0.0 0.0 0.06
H 1.0176 -3.0427 5.9096 0.0 0.0 0.0 0.05
H 1.7571 -1.4851 6.2637 0.0 0.0 0.0 0.06
H 3.4975 -0.1902 4.5695 0.0 0.0 0.0 0.03
H 2.1679 0.2797 3.4863 0.0 0.0 0.0 -0.06
H 3.5902 -0.5343 2.8264 0.0 0.0 0.0 0.02
C 1.7946 -4.2919 -0.4086 0.0 0.0 0.0 -0.08
C 2.0491 -4.0502 -1.7538 0.0 0.0 0.0 -0.08
C 1.7793 -2.7990 -2.2734 0.0 0.0 0.0 -0.03
C 1.2274 -1.7961 -1.4581 0.1 0.0 0.0 -0.24
N 1.0111 -2.0347 -0.1521 -0.1 -0.1 -0.1 0.06
C 1.2981 -3.2402 0.3433 -0.1 0.1 0.0 -0.18
C 0.8772 -0.4536 -2.0135 0.1 0.1 0.1 -0.24
C 0.7008 -0.3352 -3.4014 -0.1 -0.2 0.0 -0.08
C 0.4561 0.8932 -3.9930 0.0 -0.1 0.0 -0.12
C 0.3664 2.0149 -3.1810 0.0 0.0 0.1 -0.13
C 0.4910 1.8656 -1.8013 -0.3 -0.2 -0.4 -0.20
C 0.7640 0.6500 -1.1367 0.3 0.4 -0.3 -0.21
H 1.9982 -5.2497 0.0516 0.0 0.0 0.0 0.10
H 2.4673 -4.8246 -2.3860 0.0 0.0 0.0 0.11
H 2.0029 -2.5896 -3.3090 0.0 0.0 0.0 0.10
H 1.1117 -3.3685 1.4057 0.0 0.0 0.0 0.06
H 0.7255 -1.2101 -4.0456 0.0 0.0 0.0 0.10
H 0.3303 0.9671 -5.0672 0.0 0.0 0.0 0.10
H 0.1854 2.9925 -3.6205 0.0 0.0 0.0 0.09
H 0.3639 2.7721 -1.2169 0.0 0.1 0.0 0.06
N 2.1570 2.9982 0.2617 0.3 -0.3 0.3 0.09
C 2.0991 3.5713 1.4593 0.2 -0.1 0.1 -0.89
S 1.2582 2.8615 2.7287 -0.2 0.1 0.3 0.55
N 2.7718 4.7375 1.6620 -0.1 0.1 -0.1 0.04
C 3.4507 5.5532 0.7290 0.0 -0.1 0.0 -0.24
C 2.9927 5.7386 -0.5739 0.0 0.0 0.0 -0.04
C 3.6915 6.5705 -1.4381 0.0 0.0 0.0 -0.08
C 4.8281 7.2406 -1.0132 0.0 0.0 0.0 -0.10
C 5.2666 7.0758 0.2935 0.0 0.0 0.0 -0.09
C 4.5885 6.2324 1.1581 0.0 0.0 0.0 -0.03
H 1.8116 2.0299 0.1987 -0.1 0.1 -0.3 0.03
H 2.8678 3.2686 -0.4004 -0.1 0.1 -0.1 0.11
H 2.7792 5.0271 2.6256 0.0 0.0 0.0 0.11
H 2.0784 5.2627 -0.9009 0.0 0.0 0.0 0.11
H 3.3279 6.7058 -2.4489 0.0 0.0 0.0 0.11
H 5.3644 7.8915 -1.6916 0.0 0.0 0.0 0.10
H 6.1490 7.5979 0.6412 0.0 0.0 0.0 0.10
H 4.9409 6.0876 2.1728 0.0 0.0 0.0 0.11
C -2.8909 0.5246 -2.4169 0.0 -0.1 0.0 -0.03
O -2.4557 -0.7946 -2.1076 -0.1 0.1 0.0 -0.09
C -2.3532 -1.6780 -3.1135 0.1 0.0 0.0 -0.25
C -2.6265 -1.3904 -4.4465 0.0 0.0 0.0 0.00
C -2.4324 -2.3539 -5.4264 0.0 0.0 0.0 -0.07
C -1.9654 -3.6154 -5.0963 0.0 0.0 0.0 -0.09
C -1.7153 -3.9140 -3.7652 0.0 -0.1 0.0 -0.02
C -1.9223 -2.9681 -2.7754 0.0 -0.1 0.1 -0.17
N -1.5686 -3.2970 -1.4357 0.1 0.0 -0.1 0.14
C -2.1627 -2.9579 -0.3000 -0.1 -0.1 0.1 -0.02
C -3.4578 -2.5223 -0.0639 -0.1 0.0 0.1 -0.14
C -4.5469 -2.6496 -0.9818 0.1 0.0 -0.1 -0.03
C -5.8114 -2.3422 -0.6091 0.0 0.0 0.0 -0.09
C -6.0640 -1.8733 0.7186 0.0 0.0 0.0 -0.07
C -5.0693 -1.7148 1.6247 -0.1 0.0 -0.1 -0.01
C -3.6948 -1.9829 1.2696 0.1 -0.1 0.1 -0.42
O -2.7528 -1.7274 2.0515 -0.5 -0.6 0.3 -0.29
H -2.9337 1.0539 -1.4692 0.0 0.0 0.0 0.09
H -3.8866 0.5078 -2.8645 0.0 0.0 0.0 0.10
H -2.1759 1.0218 -3.0706 0.0 0.0 0.0 0.08
H -2.9527 -0.4002 -4.7280 0.0 0.0 0.0 0.11
H -2.6377 -2.1039 -6.4595 0.0 0.0 0.0 0.11
H -1.8017 -4.3617 -5.8617 0.0 0.0 0.0 0.10
H -1.3568 -4.8955 -3.4766 0.0 0.0 0.0 0.12
H -0.6509 -3.7137 -1.3354 0.0 0.1 0.0 0.12
H -1.5269 -3.0821 0.5739 -0.1 0.0 0.0 0.13
H -4.3598 -3.0344 -1.9770 0.0 0.0 0.0 0.12
H -6.6345 -2.4668 -1.2997 0.0 0.0 0.0 0.10
H -7.0842 -1.6415 1.0025 0.0 0.0 0.0 0.10
H -5.2575 -1.3529 2.6273 0.0 0.0 0.0 0.11
```
Positions in Å, forces in eV/Å.